ORCA calculation (ωB97M-V with the def2-TZVPD basis set) on a 5-piece molecular cluster, CH11NO4 overall.

Geometry as XYZ:
```
17
Properties=species:S:1:pos:R:3:forces:R:3:lowdin_charge:R:1
C -2.5446 3.3512 -2.7186 -0.14 0.18 0.37 -0.141
N -1.7305 2.3949 -2.6152 0.24 -0.07 1.01 0.019
H -3.5720 3.1589 -2.4176 -0.30 0.03 -0.64 0.061
H -2.2822 4.3785 -2.9791 0.07 0.03 0.10 0.070
H -0.7639 2.7192 -2.6131 0.07 -0.09 -0.81 0.047
H 1.8257 1.6713 0.2730 -0.06 -0.09 -0.13 0.030
H 3.3076 1.9415 0.2341 -0.06 -0.09 -0.25 0.036
O 2.5683 1.7000 -0.3404 0.10 0.18 0.36 -0.067
H -3.1274 1.3451 0.6375 -0.14 0.23 -0.01 0.038
H -2.8402 2.3495 -0.4604 -0.14 -0.08 0.26 -0.016
O -3.3659 2.2371 0.3493 0.35 -0.24 -0.28 -0.077
H 1.0446 -2.8392 1.6172 0.02 0.25 0.00 0.029
H 2.2095 -3.7523 1.8066 0.17 0.13 -0.02 -0.017
O 1.9933 -2.8073 1.7810 -0.21 -0.32 -0.02 -0.075
H 2.6214 -5.6561 3.1850 -0.03 0.07 -0.03 0.056
H 2.3335 -6.5571 1.9917 -0.01 0.07 -0.12 0.052
O 2.3229 -5.6354 2.2689 0.06 -0.19 0.20 -0.046
```
Positions in Å, forces in eV/Å.

Calculated values
- DFT total energy (eV) = -10894.49303
- M (g mol⁻¹) = 101.1
- HOMO energy (eV) = -10.38
- energy above the lowest of the compared OMol25 structures with the same formula, charge and spin (kcal/mol) = 35.3